Record 1
Here is a 4-piece molecular cluster, C34H42N3O9S2 overall at a distorted geometry from OMol25. Energies are from the ωB97M-V functional and the def2-TZVPD basis.

Properties
**Energy**: -80500.812 eV
**Gap between HOMO and LUMO**: 0.23036 Eh

Structure (ORCA input):
```
! wB97M-V def2-TZVPD RIJCOSX def2/J DEFGRID3
* xyz 1 1
C -5.178 5.039 0.161
C -6.223 3.954 -0.168
N -5.561 2.845 -0.905
C -5.089 1.843 -0.169
C -4.481 0.763 -0.841
C -4.448 0.872 -2.234
C -3.836 -0.233 -3.082
C -2.492 -0.722 -2.514
C -1.365 0.348 -2.743
S -0.924 1.145 -1.173
C 0.319 0.098 -0.425
S 1.021 -1.045 -1.363
N 0.695 0.184 0.949
C 1.381 1.395 1.325
C 2.550 1.241 2.093
C 3.286 2.349 2.512
C 2.905 3.649 2.148
C 1.746 3.808 1.387
C 0.987 2.695 1.000
C -0.318 -0.232 1.878
C -1.669 0.133 1.850
C -2.557 -0.379 2.806
C -2.131 -1.246 3.811
C -0.769 -1.587 3.876
C 0.102 -1.084 2.916
C -4.965 2.025 -2.878
N -5.521 3.003 -2.193
H -4.632 5.310 -0.745
H -4.445 4.657 0.880
H -5.656 5.916 0.598
H -6.686 3.590 0.747
H -6.974 4.408 -0.813
H -5.195 1.861 0.907
H -4.096 -0.090 -0.300
H -3.651 0.166 -4.083
H -4.569 -1.043 -3.158
H -2.160 -1.640 -3.001
H -2.576 -0.866 -1.435
H -0.499 -0.105 -3.229
H -1.729 1.109 -3.444
H 2.906 0.264 2.400
H 4.170 2.214 3.127
H 3.513 4.488 2.463
H 1.453 4.813 1.106
H 0.078 2.872 0.435
H -2.034 0.814 1.091
H -3.616 -0.134 2.790
H -2.802 -1.671 4.547
H -0.417 -2.258 4.650
H 1.151 -1.356 2.966
H -4.923 2.087 -3.958
C 6.322 -3.624 -4.076
C 4.822 -3.600 -4.243
C 4.151 -2.362 -3.698
O 2.846 -2.856 -3.362
C 2.979 -4.173 -3.083
O 2.130 -4.835 -2.574
O 4.193 -4.631 -3.461
H 6.732 -4.560 -4.454
H 6.785 -2.797 -4.615
H 6.595 -3.559 -3.022
H 4.555 -3.765 -5.290
H 4.084 -1.562 -4.431
H 4.620 -1.979 -2.789
C 3.768 4.881 7.792
C 4.006 3.656 6.944
C 5.050 2.713 7.487
O 5.548 2.096 6.292
C 5.374 2.981 5.283
O 5.853 2.873 4.199
O 4.578 4.007 5.671
H 3.035 5.535 7.320
H 3.402 4.603 8.781
H 4.686 5.460 7.903
H 3.063 3.136 6.756
H 4.640 1.967 8.164
H 5.877 3.229 7.981
C -0.329 -6.068 -3.816
C -1.601 -5.263 -3.700
C -2.829 -5.926 -4.271
O -3.640 -4.796 -4.634
C -2.798 -3.767 -4.895
O -3.123 -2.741 -5.403
O -1.539 -4.058 -4.491
H 0.506 -5.489 -3.415
H -0.414 -7.003 -3.261
H -0.096 -6.295 -4.859
H -1.758 -4.969 -2.658
H -3.348 -6.554 -3.551
H -2.620 -6.508 -5.171
*
```

Record 2
Here is C34H43AuBBrN6O2S3 as an isolated structure from OMol25. Energies are from the ωB97M-V functional and the def2-TZVPD basis.

Properties
**Energy**: -155896.342 eV
**Expectation value of S²**: 2.02
**Gap between HOMO and LUMO (alpha / beta)**: 0.25665 / 0.19933 Eh
**ΔE to the lowest compared entry with this formula, charge and spin**: 0.37 kcal/mol

Structure (ORCA input):
```
! wB97M-V def2-TZVPD RIJCOSX def2/J DEFGRID3
* xyz 2 3
Au 0.198 -0.780 0.108
C 1.169 -0.120 5.248
C 1.276 0.900 4.163
C 1.722 2.169 4.365
C 1.832 3.094 3.288
N 1.469 2.758 2.085
N 0.996 1.510 1.889
B 0.508 1.317 0.458
N 1.494 1.877 -0.565
N 1.238 3.132 -0.968
C 2.129 3.722 -1.713
C 3.332 3.052 -2.075
C 3.577 1.768 -1.691
C 4.802 1.002 -2.065
C 2.560 1.159 -0.904
S 2.640 -0.480 -0.382
C 1.837 5.129 -2.200
C 0.529 5.649 -1.607
C 2.988 6.056 -1.779
C 1.731 5.085 -3.731
N -0.919 1.851 0.179
N -1.348 2.791 1.009
C -2.474 3.403 0.715
C -3.190 3.074 -0.457
C -2.749 2.098 -1.312
C -3.482 1.694 -2.549
C -1.553 1.459 -0.929
S -0.867 0.132 -1.841
C -2.976 4.464 1.674
C -1.997 4.660 2.829
C -3.121 5.784 0.901
C -4.341 4.018 2.218
C 0.922 0.562 2.822
S 0.430 -1.035 2.429
C 2.392 4.486 3.507
C 2.365 5.292 2.210
C 3.842 4.347 3.994
C 1.553 5.201 4.577
H 1.469 0.304 6.203
H 0.144 -0.486 5.334
H 1.805 -0.980 5.032
H 2.020 2.475 5.359
H 4.057 3.569 -2.691
H 5.477 1.615 -2.656
H 5.331 0.660 -1.174
H 4.536 0.116 -2.646
H 0.567 5.662 -0.516
H 0.358 6.665 -1.961
H -0.322 5.034 -1.909
H 3.070 6.111 -0.692
H 3.949 5.736 -2.184
H 2.798 7.061 -2.156
H 0.934 4.411 -4.054
H 1.503 6.082 -4.107
H 2.663 4.763 -4.199
H -4.114 3.593 -0.676
H -4.338 2.344 -2.713
H -2.831 1.745 -3.423
H -3.831 0.665 -2.457
H -1.015 4.966 2.464
H -2.379 5.439 3.489
H -1.873 3.746 3.412
H -2.163 6.107 0.488
H -3.841 5.709 0.085
H -3.477 6.560 1.579
H -4.264 3.073 2.760
H -4.717 4.773 2.910
H -5.083 3.900 1.427
H 2.997 4.830 1.448
H 1.355 5.373 1.807
H 2.743 6.296 2.407
H 4.459 3.829 3.257
H 4.266 5.339 4.154
H 3.910 3.807 4.940
H 0.511 5.297 4.268
H 1.580 4.684 5.537
H 1.952 6.202 4.738
Br -3.642 -0.126 1.848
C -4.333 -1.831 1.345
C -5.466 -2.309 1.975
C -5.954 -3.558 1.618
C -5.311 -4.320 0.653
C -4.171 -3.838 0.032
C -3.678 -2.587 0.380
C -2.447 -2.028 -0.265
O -2.699 -1.181 -1.174
O -1.316 -2.380 0.144
H -5.959 -1.717 2.734
H -6.843 -3.937 2.104
H -5.698 -5.293 0.384
H -3.660 -4.426 -0.720
*
```

- energy of number 2 (C34H43AuBBrN6O2S3)?
  -155896.342 eV